The following is a DFT calculation (wB97M-V/def2-TZVPD) of a cluster of 2 separate species, C4H6N4 in total at a distorted geometry.

Structure (XYZ):
```
14
Properties=species:S:1:pos:R:3:nbo_charge:R:1
C -2.14 -0.76 -0.10 0.235
H 0.96 -1.90 -0.67 0.209
C 0.80 1.37 -0.40 -0.124
H 2.17 -0.88 -0.23 0.204
N -2.92 -1.52 -0.27 -0.267
N 0.22 0.00 -0.33 -0.438
C 1.04 -1.14 0.00 -0.408
H 1.00 -1.55 1.01 0.204
C -1.09 0.16 0.14 0.094
N -1.32 1.47 0.30 -0.136
H -0.94 -0.43 1.62 0.070
N -0.33 2.17 0.03 -0.084
H 1.65 1.44 0.33 0.220
H 0.91 1.57 -1.43 0.224
```

Results
* maximum force: 6.95 eV/A
* E_tot: -374.866278 hartree
* molar mass: 110.12 g mol⁻¹

The following is a DFT calculation (wB97M-V/def2-TZVPD) of a cluster of 2 separate species, CH4N6O in total at a distorted geometry.

Structure (XYZ):
```
12
Properties=species:S:1:pos:R:3:nbo_charge:R:1
N -2.63 -2.81 0.13 -0.044
N -1.69 -2.19 0.20 0.208
C 1.38 -0.79 0.17 -0.235
H -2.33 2.84 -0.79 0.370
N -2.41 1.25 0.17 0.257
N -2.44 1.84 -0.84 -0.549
H 2.02 -1.67 0.70 0.158
N -2.60 0.49 0.95 -0.078
O 0.23 -1.26 -0.49 -0.376
H 1.08 -0.16 0.98 0.192
N -0.96 -1.24 0.20 -0.100
H 1.92 -0.39 -0.62 0.198
```

Results
* maximum force: 6.16 eV/A
* E_tot: -444.029237 hartree
* molar mass: 116.08 g mol⁻¹

The following is a DFT calculation (wB97M-V/def2-TZVPD) of a cluster of 2 separate species, C4H12S2 in total at a distorted geometry.

Structure (XYZ):
```
18
Properties=species:S:1:pos:R:3:nbo_charge:R:1
H 1.08 -0.93 -1.29 0.223
H -0.78 1.25 1.28 0.216
H 2.69 0.75 2.36 0.215
H -2.47 -1.22 -3.21 0.233
H -1.58 0.08 -4.01 0.210
C -1.52 -0.70 -3.26 -0.757
H -1.55 0.65 2.78 0.232
C -0.62 0.99 2.33 -0.742
C 1.99 0.36 1.62 -0.755
C 0.85 -0.08 -1.92 -0.714
S -1.00 -0.03 -1.69 0.153
H 0.98 -0.34 -2.96 0.218
H 1.37 0.82 -1.62 0.222
H -0.28 1.90 2.82 0.208
S 0.58 -0.35 2.49 0.182
H 1.71 1.25 1.05 0.219
H -0.81 -1.42 -3.66 0.213
H 2.53 -0.37 1.04 0.226
```

Results
* maximum force: 1.75 eV/A
* E_tot: -955.938915 hartree
* molar mass: 124.27 g mol⁻¹

The following is a DFT calculation (wB97M-V/def2-TZVPD) of a cluster of 8 separate species, C38H98N6O15 in total at a distorted geometry.

Structure (XYZ):
```
157
Properties=species:S:1:pos:R:3:mulliken_charge:R:1
C -6.79 -3.76 -2.23 -0.568
H -7.60 -5.73 -3.81 0.452
H -7.02 -2.91 -2.87 0.354
H -7.23 -4.61 -4.80 0.380
H 3.67 -9.12 5.18 0.307
H -6.93 5.97 4.28 0.231
H -0.88 -1.89 -7.75 0.300
H -7.27 0.77 5.39 0.428
H 3.91 -8.67 3.55 0.294
H 5.99 -1.48 -5.45 0.302
C -9.13 3.23 6.70 -0.397
C -4.96 -4.96 0.16 -0.724
O -0.82 11.60 -6.87 -0.336
C -0.77 9.16 -6.19 -0.376
C -6.94 2.69 4.47 -0.596
C 5.00 -5.53 5.56 -0.597
C 1.10 -3.44 7.85 -0.779
C 5.56 -2.23 -3.52 -0.552
H 3.71 -2.72 8.91 0.394
C 1.41 1.33 2.92 -0.429
C 7.68 -7.06 -6.35 -0.864
H -2.45 12.26 -5.73 0.303
H -4.49 5.11 -4.93 0.263
N 4.58 -5.40 6.96 -0.385
H 6.08 -4.47 -2.55 0.370
O 3.50 -7.17 4.76 -0.275
O 2.39 -3.16 7.54 -0.351
C 4.89 -7.01 5.10 -0.729
H -6.74 -2.33 -0.83 0.313
H -13.70 3.22 7.40 0.234
H -0.81 12.95 -5.43 0.282
H -3.90 -4.71 0.11 0.329
H -3.30 5.27 -6.17 0.243
H -1.15 6.00 -3.74 0.362
H 6.34 -2.86 -7.50 0.448
H 5.55 -7.18 4.24 0.474
H 0.40 7.06 -5.49 0.413
C 4.58 -4.01 7.39 -0.599
H -7.58 -4.42 -1.90 0.349
C -3.95 -7.65 -4.98 -0.611
H -6.07 2.30 3.94 0.432
H -1.56 7.70 -3.82 0.352
H -5.04 -5.75 -0.58 0.244
C 3.44 -3.59 8.31 -0.648
H 3.63 -5.72 7.08 0.277
H 7.85 -7.57 -7.30 0.351
H 9.75 6.73 6.43 0.306
C 7.00 -4.99 -7.42 -0.612
O 4.57 -3.12 -3.00 -0.416
C -1.61 6.76 -4.37 -0.490
H 9.14 6.56 2.66 0.437
H -6.73 1.99 6.52 0.352
C -3.44 5.32 -5.09 -0.670
H 8.64 -6.79 -5.94 0.346
H 0.79 -0.67 1.26 0.305
H -1.13 -1.95 -3.90 0.301
H -1.67 -3.36 -7.70 0.269
H -2.98 -1.42 -6.34 0.345
H 6.52 -2.36 -3.02 0.391
O -6.02 -3.98 0.06 -0.340
H 1.41 1.22 0.71 0.285
C 3.28 -8.46 4.41 -0.722
H 6.83 -5.07 -8.50 0.369
H -3.61 -8.46 -4.34 0.219
H -5.08 -5.54 1.07 0.289
H 1.76 2.33 3.16 0.289
H -5.09 -2.62 -1.36 0.344
H 8.21 6.15 6.86 0.407
C -1.63 -2.41 -7.16 -0.398
H 5.22 -1.21 -3.31 0.338
C -7.37 1.82 5.65 -0.742
H -8.38 4.91 3.69 0.323
C 11.11 4.58 2.55 -0.766
H -6.72 4.79 3.03 0.366
H 1.08 -4.46 8.22 0.334
C -1.20 10.25 -7.21 -0.690
H 10.68 4.78 1.57 0.311
H 0.74 -2.80 8.66 0.312
H -2.19 -3.44 -5.27 0.277
N 7.39 6.04 4.34 -0.754
H -1.38 9.38 -5.31 0.291
H -0.43 -3.44 -5.68 0.324
O -6.83 4.10 4.81 -0.350
H -10.32 2.19 8.30 0.440
C -12.79 3.02 7.95 -0.683
O -3.05 6.64 -4.78 -0.374
C -1.38 12.05 -5.65 -0.780
H -12.71 2.05 8.45 0.290
C 6.23 -3.77 -6.91 -0.727
H 5.53 -3.86 7.91 0.289
O -11.63 3.08 7.00 -0.345
H 3.06 -4.36 8.98 0.434
O 0.06 -0.06 1.41 -0.509
H -5.19 -4.96 -2.63 0.217
H -2.27 10.20 -7.43 0.372
H -12.70 3.77 8.73 0.300
O 2.47 0.47 2.99 -0.512
H -0.04 1.96 1.52 0.310
H 4.55 -2.61 -5.45 0.397
O 6.62 -6.11 -6.60 -0.334
H -9.19 1.13 6.32 0.235
N 6.37 -3.53 -5.49 -0.363
H 6.19 -4.42 -5.04 0.280
H -3.26 -6.80 -5.04 0.227
H 0.29 9.31 -5.96 0.199
C -6.02 -3.11 -1.08 -0.580
H 9.49 5.00 6.10 0.276
H -0.71 10.05 -8.17 0.344
C -5.80 -6.10 -5.15 -0.488
H 0.37 -3.50 7.04 0.284
H -2.97 4.59 -4.43 0.304
C 0.69 1.15 1.52 -0.369
N -5.94 -4.51 -3.12 -0.135
H 2.25 -8.71 4.18 0.236
C 5.53 -2.38 -5.04 -0.478
H 6.75 6.14 5.12 0.257
H 4.52 -3.31 6.56 0.311
H 5.17 -3.94 -7.11 0.359
O 10.17 4.84 3.57 -0.299
C 5.00 -4.44 -2.68 -0.712
H -4.31 -8.12 -5.89 0.285
C -7.32 5.01 3.91 -0.773
H -6.46 -6.59 -5.88 0.329
C -10.31 3.01 7.59 -0.752
H 10.46 6.89 3.55 0.433
C 9.01 5.99 6.14 -1.251
C -6.67 -5.28 -4.15 -0.869
C 8.67 6.53 4.76 0.306
C 9.62 6.20 3.57 -0.840
C -0.65 6.83 -5.67 -0.777
C -1.36 -2.87 -5.69 -0.383
H -7.75 2.65 3.74 0.371
H -0.80 5.88 -6.19 0.399
H -10.41 3.77 8.36 0.406
H -1.81 7.73 -7.17 0.286
H 5.14 -7.67 5.92 0.378
O -2.83 -1.71 -7.24 -0.492
O -1.17 -1.73 -4.84 -0.547
N -0.94 7.82 -6.66 -0.238
H 8.57 7.62 4.77 0.349
H 4.67 -5.12 -3.46 0.230
H 6.03 -5.18 5.46 0.426
H -9.21 4.23 6.26 0.223
H -1.32 11.53 -4.69 0.318
H -5.11 -5.51 -5.75 0.316
H 12.01 5.19 2.65 0.303
H 7.23 -7.87 -5.77 0.280
H 11.41 3.54 2.49 0.256
N -8.75 1.99 6.01 -0.309
H 4.54 -4.80 -1.76 0.231
H 4.39 -4.93 4.88 0.335
H 8.09 -4.98 -7.44 0.365
H -8.21 3.35 7.27 0.316
O -5.13 -7.02 -4.36 -0.328
H 2.13 -0.23 3.57 0.333
H 0.82 0.98 3.77 0.296
H 7.54 5.04 4.29 0.268
```

Results
* maximum force: 3.71 eV/A
* E_tot: -2963.188212 hartree
* molar mass: 879.23 g mol⁻¹

The following is a DFT calculation (wB97M-V/def2-TZVPD) of the molecule C4H5N3 at a distorted geometry.

Structure (XYZ):
```
12
Properties=species:S:1:pos:R:3:nbo_charge:R:1
N 0.00 -0.31 -0.64 -0.510
H 0.69 1.55 -1.27 0.227
N -2.76 -1.67 0.84 -0.351
H 0.25 -1.30 -0.81 0.421
H 1.69 0.18 -1.83 0.223
H -0.87 0.07 -1.02 0.477
N 0.65 0.84 2.60 -0.364
H 1.79 0.73 -0.13 0.246
C 0.01 0.39 1.74 0.235
C -1.83 -0.96 0.78 0.221
C 1.13 0.59 -0.98 -0.421
C -0.72 -0.11 0.67 -0.403
```

Results
* maximum force: 2.18 eV/A
* E_tot: -319.580562 hartree
* molar mass: 95.10 g mol⁻¹

The following is a DFT calculation (wB97M-V/def2-TZVPD) of the ion C7H12N with charge +1 at a distorted geometry.

Structure (XYZ):
```
20
Properties=species:S:1:pos:R:3:nbo_charge:R:1
H 1.33 1.27 -1.61 0.211
C -0.47 -0.69 0.11 -0.085
C -2.47 0.66 -0.40 -0.388
H 0.98 -1.28 1.94 0.255
H -1.81 1.56 -0.56 0.155
C 0.24 -1.96 -0.09 -0.357
C -1.91 -0.49 0.00 -0.180
H -0.38 1.95 0.39 0.464
H -2.58 -1.28 0.35 0.240
C 1.72 0.35 -1.03 -0.642
H 0.68 1.57 1.82 0.463
C 0.71 0.24 0.12 0.118
H -0.12 -2.82 0.43 0.236
H -3.59 0.59 -0.24 0.255
H 0.76 -2.19 -0.98 0.208
C 0.76 -1.00 0.92 -0.198
H 1.25 2.10 0.39 0.434
H 1.67 -0.55 -1.71 0.264
N 0.54 1.60 0.79 -0.684
H 2.69 0.35 -0.65 0.234
```

Results
* net charge: +1
* maximum force: 3.72 eV/A
* E_tot: -328.289381 hartree
* molar mass: 110.18 g mol⁻¹

The following is a DFT calculation (wB97M-V/def2-TZVPD) of the molecule C8H10F6O4 at a distorted geometry.

Structure (XYZ):
```
28
Properties=species:S:1:pos:R:3:nbo_charge:R:1
F -11.75 6.39 3.40 -0.296
F -10.17 8.43 5.82 -0.298
C -6.14 8.24 3.18 -0.633
H -7.32 5.22 3.97 0.191
H -6.48 7.20 3.17 0.223
C -10.85 7.12 4.11 0.903
H -5.10 8.48 2.98 0.224
H -6.50 3.40 2.59 0.232
H -6.77 8.78 2.47 0.204
C -7.92 9.12 6.33 0.689
C -7.51 3.78 2.43 -0.634
C -9.38 6.77 3.82 0.710
H -5.66 8.47 5.19 0.179
O -9.12 5.63 3.02 -0.517
F -9.32 7.91 7.73 -0.346
O -8.43 7.43 4.23 -0.533
C -9.39 8.92 6.78 0.904
H -8.12 3.08 3.01 0.216
F -9.78 9.92 7.51 -0.283
H -7.89 3.66 1.42 0.219
F -10.99 8.42 3.78 -0.310
O -7.69 8.57 5.07 -0.450
H -6.36 9.90 4.46 0.181
F -11.14 7.07 5.44 -0.284
H -7.22 5.83 2.27 0.183
O -7.08 9.62 7.07 -0.542
C -6.45 8.82 4.52 -0.066
C -7.73 5.17 2.97 -0.067
```

Results
* maximum force: 17.41 eV/A
* E_tot: -1210.711068 hartree
* molar mass: 284.15 g mol⁻¹

The following is a DFT calculation (wB97M-V/def2-TZVPD) of a structure of composition C32H43BBrCdN9O4S3Te4 at a distorted geometry.

Structure (XYZ):
```
98
Properties=species:S:1:pos:R:3:mulliken_charge:R:1
H -2.25 -3.44 3.61 0.506
N 0.73 -1.35 -3.73 -0.642
N -3.72 1.78 -0.27 0.347
C 0.70 2.27 1.51 -0.004
H -2.34 -6.36 1.16 0.461
H 3.89 4.88 1.25 0.552
B -0.70 0.20 1.09 -0.316
O 2.94 -3.84 -2.33 -0.842
N 1.47 2.83 2.51 0.772
C 4.86 0.97 -0.55 -0.576
C 0.26 -3.54 -3.63 0.490
C -0.45 -5.53 3.04 -1.729
H -5.90 3.84 -1.88 0.447
C 3.99 0.03 1.85 -0.751
H -2.80 3.35 -2.21 0.315
H -6.23 0.97 -1.11 0.392
H 1.09 -5.07 0.81 0.422
N -0.76 -2.86 -4.23 0.054
H -0.02 -6.43 0.55 0.592
H -2.24 -0.40 -4.25 0.062
Cd 1.70 0.18 -2.29 2.329
Te 3.47 1.31 -4.32 -0.411
C -0.46 -1.55 -4.27 -0.325
H -1.59 -0.70 -5.87 0.405
H -4.27 3.24 1.24 0.474
H -4.93 0.26 -2.09 0.282
C -1.69 -1.51 2.77 -1.031
C 3.28 3.98 1.27 -1.225
C 2.28 4.07 2.43 1.246
H 3.93 3.11 1.39 0.125
Te 5.17 2.64 -5.96 -0.620
C 1.19 -2.58 -3.31 0.633
H 2.75 3.90 0.33 0.310
C 5.78 0.87 0.49 -0.711
C -1.71 -2.84 2.90 -0.694
H -1.15 -5.33 3.85 0.373
H 0.21 0.17 3.94 0.592
Te 0.15 3.61 -4.45 -0.680
N 3.58 0.66 -0.42 0.721
C -3.63 2.44 0.95 -0.601
H 2.39 4.40 4.58 0.451
C 3.17 0.16 0.74 -0.247
N -0.88 -3.39 1.93 0.612
C 1.34 5.25 2.21 -1.655
N -0.84 -1.20 1.72 1.020
H 3.60 -0.36 2.78 0.622
N -2.09 0.85 0.88 0.557
H 6.81 1.14 0.35 0.446
H -3.02 -5.05 2.15 0.387
O 3.11 -1.62 -2.34 -0.648
C 1.33 2.02 3.65 -0.830
S -2.49 -0.40 -1.48 -0.374
C 2.51 -2.69 -2.60 0.305
Br 6.48 0.32 3.21 -0.209
H -6.02 3.28 -0.21 0.456
O -0.85 -5.58 -3.85 -0.738
S 0.55 2.70 -0.11 -0.291
C -3.56 2.65 -2.56 -1.162
H 5.18 1.33 -1.52 0.331
C 0.06 -5.34 0.62 -2.346
H -0.17 0.11 0.03 -0.444
C -4.52 2.27 -1.43 1.491
C -5.49 1.18 -1.89 -1.616
C 3.06 4.25 3.73 -2.147
C 0.16 -5.01 -3.46 0.536
H -0.38 -6.61 2.90 0.460
C -2.63 1.86 1.65 -0.904
C -5.32 3.51 -1.02 -2.210
C 0.52 1.00 3.33 -0.854
H -4.66 4.32 -0.72 0.463
N 0.13 1.14 2.02 0.449
S 0.85 -2.42 -0.01 0.072
C -0.88 -4.87 1.72 1.677
H 0.54 -5.16 3.33 0.352
C -2.31 -5.29 1.35 -1.694
H 0.74 5.09 1.31 0.282
H -0.80 0.48 -4.80 -0.017
H -3.05 1.77 -2.94 0.084
H 1.91 6.17 2.08 0.463
H 1.82 2.24 4.58 0.473
Te 1.89 2.70 -2.61 -0.381
H -2.20 -0.74 3.32 0.602
H -2.26 2.10 2.63 0.520
H -6.00 1.49 -2.80 0.449
C -0.32 -2.35 1.20 -0.504
H -0.22 -4.92 -0.35 0.498
H -4.10 3.13 -3.38 0.452
C -1.32 -0.48 -4.83 -0.656
C 5.31 0.41 1.71 -0.116
C -2.77 0.79 -0.30 -0.026
H 1.95 -4.93 -2.64 0.458
H 3.69 5.13 3.64 0.452
O 1.16 -5.62 -2.90 -0.597
H 0.66 5.37 3.06 0.367
H 3.70 3.39 3.93 0.418
H 2.13 -0.16 0.80 0.151
H -2.62 -4.76 0.45 0.339
H -1.60 -3.31 -4.56 0.228
```

Results
* net charge: -2
* maximum force: 2.71 eV/A
* E_tot: -7072.571082 hartree
* molar mass: 1427.48 g mol⁻¹

Which value of molar mass does entry 5 give? 95.10 g mol⁻¹